No. 1
Here is C43H53N10P2Re as an isolated structure from the Open Molecules 2025 dataset. Energies are from ωB97M-V with the def2-TZVPD basis set.

Geometry as XYZ:
```
109
Properties=species:S:1:pos:R:3:forces:R:3:lowdin_charge:R:1
Re -0.4775 0.2985 -0.4889 -0.39 0.35 -0.93 1.35
C -1.0723 4.5136 0.3954 -0.05 -0.14 -0.02 -0.01
C -2.4013 4.6545 0.7967 0.11 0.00 -0.03 0.01
C -3.2072 3.5417 0.7868 0.09 -0.07 0.04 0.04
C -2.6918 2.3019 0.3932 -0.14 0.11 0.01 -0.31
N -1.3813 2.1445 0.1102 0.18 -0.04 -0.03 -0.06
C -0.6170 3.2585 0.0796 0.13 0.18 -0.09 -0.18
N -3.6349 1.3204 0.2112 -0.08 -0.27 -0.20 0.19
C -3.4729 0.2361 -0.4365 -0.21 0.17 0.23 -0.27
N -2.2664 -0.3006 -0.9614 0.50 0.06 0.25 -0.07
C -2.6088 -1.3961 -1.7769 0.08 -0.36 -0.25 -0.27
N -1.8214 -2.1150 -2.4770 -0.40 0.24 0.03 0.21
C -0.4578 -2.1714 -2.3920 0.06 -0.12 -0.05 -0.31
C 0.1437 -3.0706 -3.2892 0.01 0.04 0.09 0.04
C 1.4456 -3.4636 -3.1132 0.00 0.09 0.11 0.00
C 2.1320 -2.9701 -1.9996 -0.15 0.03 -0.07 -0.01
C 1.5106 -2.0391 -1.2099 0.25 0.20 0.07 -0.16
N 0.2591 -1.5565 -1.4204 0.11 0.08 0.05 -0.06
C -4.0506 -1.6004 -1.6914 -0.07 -0.12 -0.08 -0.11
C -4.8593 -2.5520 -2.2896 -0.04 0.04 0.04 0.03
C -6.2155 -2.5047 -1.9896 0.09 0.04 0.00 -0.01
C -6.7365 -1.5353 -1.1290 0.08 0.02 0.00 -0.01
C -5.9208 -0.5763 -0.5415 0.06 -0.04 -0.04 0.03
C -4.5685 -0.6381 -0.8350 -0.14 0.00 -0.01 -0.11
H -0.4008 5.3562 0.3495 0.06 0.06 -0.01 0.13
H -2.7977 5.6185 1.0816 -0.01 0.05 0.01 0.14
H -4.2566 3.5887 1.0304 -0.06 -0.01 0.02 0.14
H 0.4087 3.0995 -0.2205 -0.08 0.03 0.03 0.07
H -0.4838 -3.4903 -4.0610 -0.03 0.00 -0.02 0.13
H 1.9037 -4.1744 -3.7838 0.05 -0.06 -0.05 0.13
H 3.1296 -3.2979 -1.7544 0.08 -0.03 0.03 0.13
H 2.0260 -1.6432 -0.3473 -0.01 -0.02 -0.11 0.06
H -4.4525 -3.2953 -2.9590 0.02 -0.03 -0.03 0.13
H -6.8838 -3.2276 -2.4321 -0.05 -0.06 -0.03 0.13
H -7.7961 -1.5301 -0.9235 -0.08 0.00 0.01 0.13
H -6.3206 0.1832 0.1140 -0.01 0.04 0.03 0.13
C 3.3847 0.7675 -0.1382 0.00 -0.02 0.08 -0.23
P 1.8119 0.7299 0.7991 0.29 -0.04 0.24 0.99
C 2.0335 -0.8014 1.7960 0.14 -0.05 0.03 -0.44
N 3.2678 -1.1672 2.0763 -0.23 0.33 -0.21 0.15
C 3.4448 -2.2703 2.8238 0.57 -0.12 0.14 -0.19
C 4.7577 -2.6866 3.1750 -0.09 -0.33 0.22 0.02
C 4.9300 -3.8035 3.9579 0.10 0.71 -0.48 -0.02
C 3.8217 -4.5461 4.4087 -0.90 0.03 -0.08 -0.02
C 2.5398 -4.1746 4.0742 0.49 -0.06 0.06 0.02
C 2.3296 -3.0225 3.2733 0.06 -0.43 0.31 -0.19
N 1.0818 -2.6682 2.9227 -0.25 0.13 -0.19 0.16
C 0.9274 -1.5801 2.2007 0.03 0.00 0.04 -0.41
P -0.7655 -1.1911 1.6263 0.03 -0.23 0.33 1.00
C -1.3093 -2.8097 0.9917 0.02 -0.01 -0.01 -0.20
C -1.8297 -0.9799 3.1815 0.10 0.00 0.06 -0.66
C -1.9981 -2.3465 3.8653 0.11 -0.01 -0.05 -0.07
C -3.2023 -0.4566 2.7895 -0.04 0.03 0.00 -0.08
C -1.1906 -0.0086 4.1703 -0.01 0.02 -0.06 -0.08
C 2.1487 2.1385 2.0269 0.08 0.00 0.01 -0.66
C 2.6819 3.3693 1.2823 -0.01 -0.02 -0.06 -0.08
C 3.2367 1.7131 3.0266 -0.07 -0.16 -0.04 -0.07
C 0.9059 2.4616 2.8418 -0.08 -0.11 0.02 -0.08
H 4.1987 0.8280 0.5819 -0.03 -0.01 -0.01 0.06
H 3.4080 1.6368 -0.7904 0.01 0.05 0.01 0.05
H 3.5499 -0.1323 -0.7269 -0.03 -0.07 0.02 0.04
H 5.5952 -2.0991 2.8277 0.03 0.02 -0.02 0.12
H 5.9231 -4.1213 4.2380 0.08 0.02 0.00 0.12
H 3.9897 -5.4184 5.0236 -0.04 -0.04 0.02 0.13
H 1.6795 -4.7368 4.4040 -0.06 -0.04 0.04 0.12
H -2.3790 -2.7919 0.7869 -0.07 0.00 -0.03 0.06
H -1.1032 -3.5601 1.7540 0.01 0.05 -0.02 0.06
H -0.7689 -3.0763 0.0886 -0.05 -0.01 0.03 0.04
H -2.6025 -3.0325 3.2778 -0.03 -0.05 -0.04 0.08
H -2.5320 -2.1728 4.7989 -0.04 0.04 0.04 0.10
H -1.0485 -2.8179 4.1083 0.00 -0.01 -0.02 0.07
H -3.7095 -1.1050 2.0761 -0.07 -0.04 -0.10 0.08
H -3.1557 0.5530 2.3928 -0.02 0.04 0.01 0.06
H -3.8171 -0.4280 3.6879 -0.08 0.00 0.06 0.11
H -0.1449 -0.2344 4.3796 0.03 -0.04 0.01 0.08
H -1.7291 -0.0849 5.1148 -0.03 0.00 0.02 0.11
H -1.2881 1.0205 3.8336 0.05 0.08 -0.05 0.07
H 3.7156 3.2316 0.9727 0.04 0.00 -0.02 0.09
H 2.6642 4.2119 1.9721 0.01 0.06 0.04 0.11
H 2.1092 3.6602 0.4052 -0.04 0.04 -0.08 0.06
H 4.1475 1.3504 2.5563 0.02 -0.01 0.00 0.08
H 2.8778 0.9512 3.7173 0.02 -0.01 0.00 0.09
H 3.5021 2.5890 3.6160 -0.01 0.10 0.03 0.11
H 0.0550 2.7912 2.2520 0.00 -0.02 0.04 0.05
H 1.1491 3.2556 3.5464 0.01 0.07 0.05 0.11
H 0.6146 1.5949 3.4283 -0.02 0.01 0.02 0.05
C 3.2269 1.6965 -4.6310 0.03 -0.10 -0.03 -0.12
C 3.1970 0.6179 -3.5653 0.17 0.00 -0.13 -0.15
N 1.9853 0.7782 -2.7752 -0.17 -0.27 0.15 0.08
C 0.8360 1.3080 -3.2024 0.40 0.03 -0.10 -0.32
N -0.2126 1.2825 -2.3346 -0.23 -0.14 0.67 -0.09
C -1.4705 1.8068 -2.9190 -0.14 0.05 -0.02 -0.20
C -1.2377 3.0262 -3.7834 -0.01 -0.05 0.01 -0.13
C -0.3471 2.6211 -4.9278 -0.17 0.07 -0.08 -0.12
N 0.7846 1.8515 -4.4180 0.00 -0.11 0.23 -0.01
C 1.8977 1.6858 -5.3603 0.20 -0.08 -0.09 -0.10
H 4.0398 1.5103 -5.3323 -0.04 0.00 0.02 0.14
H 3.3947 2.6746 -4.1778 0.00 0.01 0.01 0.13
H 4.0527 0.6936 -2.8905 -0.06 0.01 -0.12 0.12
H 3.2085 -0.3786 -4.0191 0.05 0.06 0.01 0.13
H 1.9265 0.2977 -1.8898 -0.03 0.06 -0.22 0.03
H -2.1655 2.0456 -2.1278 -0.06 0.04 0.12 0.09
H -1.9267 1.0012 -3.5090 0.00 0.03 0.00 0.14
H -0.7760 3.8197 -3.1923 0.02 0.02 0.01 0.13
H -2.1834 3.4036 -4.1670 -0.05 0.00 0.02 0.14
H 0.0569 3.4902 -5.4511 -0.05 -0.07 0.05 0.14
H -0.8893 2.0116 -5.6591 0.01 0.07 0.05 0.15
H 1.8329 2.5061 -6.0730 0.05 -0.04 0.02 0.14
H 1.7553 0.7531 -5.9150 0.04 0.04 0.00 0.15
```
Positions in Å, forces in eV/Å.

The value obtained for the energy above the lowest of the compared OMol25 structures with the same formula, charge and spin is 0.100 eV. The highest occupied orbital energy (alpha / beta) is -15.78 / -15.78 eV. The net charge is +3. As for the LUMO energy (alpha / beta): -10.2 / -9.8 eV. The calculation puts the total energy at -2978.17685 Ha. The multiplicity is 2.

No. 2
Here is C43H55O6SSeTi as an isolated structure from the Open Molecules 2025 dataset. Energies are from ωB97M-V with the def2-TZVPD basis set.

Geometry as XYZ:
```
107
Properties=species:S:1:pos:R:3:forces:R:3:lowdin_charge:R:1
Ti 0.2540 1.4468 -0.9416 -1.23 0.33 0.21 1.07
C -1.9579 -0.7969 6.2461 0.04 0.03 -0.03 -0.07
C -0.7556 0.1454 6.1642 -0.01 -0.03 0.08 -0.56
C 0.4757 -0.6081 6.6890 -0.03 0.02 -0.01 -0.05
C -1.0340 1.3539 7.0695 0.02 -0.02 -0.03 -0.05
C -0.4912 0.6176 4.7373 0.11 0.08 0.01 -0.18
C -1.2590 0.2289 3.6580 0.01 0.02 -0.06 -0.07
C -0.9644 0.6682 2.3704 -0.03 -0.02 -0.13 -0.39
Se -2.1031 0.1005 0.9249 0.24 -0.05 0.01 1.16
C -1.2143 -1.5491 0.4596 -0.09 0.06 0.18 -0.39
C -1.5574 -2.7014 1.1430 0.02 0.13 -0.04 -0.08
C -0.9707 -3.9215 0.8374 0.12 -0.11 -0.08 -0.18
C -0.0589 -3.9343 -0.2136 -0.15 0.03 0.15 0.01
C 0.3077 -2.8065 -0.9455 -0.05 0.28 -0.09 -0.08
C -0.2551 -1.5610 -0.5757 -0.03 -0.30 -0.01 -0.32
O 0.0782 -0.4343 -1.1665 0.22 0.38 -0.29 -0.23
C 1.2979 -3.0269 -2.1041 0.08 -0.08 -0.07 -0.52
C 2.6196 -3.5660 -1.5322 -0.02 0.02 -0.01 -0.05
C 1.6451 -1.7992 -2.9563 -0.09 0.03 0.07 -0.06
C 0.7001 -4.0686 -3.0670 0.03 -0.01 0.04 -0.05
C -1.3386 -5.1621 1.6493 0.02 -0.06 0.00 -0.56
C -0.6149 -6.4153 1.1521 -0.02 0.04 0.01 -0.07
C -0.9528 -4.9405 3.1196 -0.02 0.00 -0.05 -0.05
C -2.8497 -5.4162 1.5567 0.04 0.01 0.01 -0.05
C 0.1177 1.5258 2.1190 -0.07 -0.13 0.31 -0.32
O 0.4064 1.9308 0.8940 -0.09 0.18 -0.60 -0.23
C 0.9085 1.9536 3.2204 -0.04 0.00 -0.15 -0.08
C 0.5795 1.4842 4.4801 -0.12 -0.10 0.02 0.02
C 2.0947 2.8934 2.9976 0.13 0.08 0.04 -0.53
C 3.1547 2.2052 2.1218 -0.05 0.00 0.01 -0.03
C 2.7755 3.2785 4.3171 -0.05 -0.04 -0.04 -0.08
C 1.6270 4.1989 2.3337 -0.01 -0.04 -0.01 -0.03
H -2.1071 -1.1121 7.2810 0.00 0.00 0.01 0.08
H -2.8718 -0.3055 5.9082 -0.02 -0.01 -0.01 0.09
H -1.8020 -1.6919 5.6410 -0.02 -0.01 -0.01 0.08
H 0.3033 -0.9605 7.7095 0.00 0.00 0.01 0.08
H 0.6909 -1.4706 6.0559 0.01 -0.01 0.00 0.09
H 1.3587 0.0318 6.6967 0.02 0.00 0.00 0.07
H -1.2269 1.0274 8.0949 0.00 0.00 0.01 0.08
H -0.1870 2.0408 7.0872 0.00 0.01 0.00 0.07
H -1.9059 1.9041 6.7115 -0.01 0.01 0.01 0.09
H -2.1094 -0.4273 3.7809 0.00 -0.01 0.01 0.09
H -2.2963 -2.6257 1.9315 -0.01 0.00 0.01 0.09
H 0.3965 -4.8752 -0.4900 0.00 0.00 0.01 0.09
H 3.0652 -2.8303 -0.8605 0.01 0.00 0.01 0.09
H 2.4767 -4.4934 -0.9758 0.01 -0.01 0.01 0.07
H 3.3266 -3.7615 -2.3428 0.00 0.00 0.00 0.08
H 2.1237 -1.0150 -2.3768 0.02 0.03 0.02 0.07
H 2.3379 -2.1159 -3.7420 -0.01 -0.02 -0.01 0.08
H 0.7621 -1.3753 -3.4353 0.00 0.02 0.02 0.09
H 0.4988 -5.0217 -2.5761 0.00 0.00 -0.02 0.07
H -0.2375 -3.6986 -3.4858 -0.02 -0.01 -0.01 0.09
H 1.3942 -4.2536 -3.8908 0.00 0.00 -0.01 0.08
H 0.4685 -6.3095 1.2325 0.01 0.00 -0.01 0.08
H -0.9143 -7.2734 1.7578 0.00 -0.01 0.00 0.08
H -0.8641 -6.6338 0.1119 0.00 -0.01 -0.01 0.08
H 0.1201 -4.7610 3.2095 0.00 0.00 0.01 0.09
H -1.4725 -4.0772 3.5366 0.00 0.01 0.02 0.07
H -1.2107 -5.8176 3.7195 0.00 0.00 0.01 0.08
H -3.1479 -5.5720 0.5185 -0.01 0.00 0.00 0.09
H -3.1221 -6.3040 2.1339 -0.01 0.00 0.00 0.08
H -3.4184 -4.5716 1.9462 -0.02 0.00 0.00 0.08
H 1.1816 1.7999 5.3205 0.02 0.02 0.00 0.09
H 3.5041 1.2894 2.6046 0.01 -0.01 0.00 0.09
H 2.7647 1.9492 1.1399 0.02 -0.01 0.00 0.06
H 4.0130 2.8680 1.9856 0.00 0.01 -0.01 0.09
H 3.1854 2.4066 4.8314 0.00 0.00 0.02 0.08
H 3.6046 3.9556 4.1040 0.00 0.00 -0.02 0.08
H 2.0874 3.7939 4.9910 0.00 -0.01 0.02 0.08
H 1.2005 4.0141 1.3510 0.00 0.04 0.02 0.07
H 0.8761 4.6917 2.9561 -0.01 0.01 0.00 0.09
H 2.4738 4.8799 2.2188 0.02 0.00 0.00 0.08
C -2.0300 4.3102 -0.9354 0.06 -0.26 -0.13 -0.04
C -2.0559 3.1732 -1.9165 0.11 -0.26 0.09 -0.38
O -1.3047 2.1232 -1.6763 0.78 0.06 0.41 -0.24
C -2.8305 3.1937 -3.1107 0.08 -0.08 0.03 -0.18
C -3.6082 4.3193 -3.4746 0.08 -0.02 0.08 -0.05
C -4.3439 4.3301 -4.6416 -0.03 -0.08 -0.10 -0.12
C -4.3483 3.2310 -5.4980 -0.06 0.05 -0.07 -0.14
C -3.5975 2.1090 -5.1519 0.02 0.04 0.04 -0.12
C -2.8543 2.0814 -3.9889 -0.03 0.01 -0.02 -0.05
H -1.3986 4.0251 -0.0926 -0.02 0.07 0.03 0.07
H -3.0287 4.5504 -0.5557 0.00 0.02 0.02 0.08
H -1.6175 5.2235 -1.3796 0.02 0.03 0.03 0.08
H -3.6189 5.1896 -2.8302 0.00 -0.01 0.00 0.09
H -4.9249 5.2107 -4.8927 0.00 0.00 -0.01 0.09
H -4.9289 3.2455 -6.4119 0.00 0.00 0.01 0.08
H -3.6010 1.2390 -5.7998 0.00 0.00 0.00 0.09
H -2.2964 1.1928 -3.7186 0.00 0.02 -0.01 0.10
C 1.6264 0.4505 -7.9240 0.01 0.00 -0.03 -0.06
C 1.8348 0.9995 -6.5414 0.14 0.09 0.26 -0.27
C 3.1238 1.2221 -6.0451 -0.22 -0.11 -0.27 -0.04
C 3.3237 1.6994 -4.7658 0.00 0.04 0.38 -0.05
C 2.2272 1.9581 -3.9511 -0.05 -0.10 -0.26 -0.26
C 0.9385 1.7690 -4.4309 0.02 0.15 0.11 -0.03
C 0.7513 1.2922 -5.7172 0.02 -0.06 -0.16 -0.02
S 2.4486 2.5000 -2.2872 0.29 0.21 0.30 0.52
O 3.7065 3.1863 -2.2122 -0.25 -0.07 0.00 -0.27
O 2.3547 1.2776 -1.4314 0.11 -0.22 -0.34 -0.38
O 1.2217 3.2562 -1.9517 0.05 -0.21 0.11 -0.34
H 2.3911 0.8147 -8.6107 -0.01 0.00 -0.02 0.07
H 0.6486 0.7318 -8.3135 0.00 0.00 -0.01 0.08
H 1.6792 -0.6408 -7.9199 0.00 0.00 0.01 0.08
H 3.9790 1.0229 -6.6807 0.01 0.00 0.00 0.11
H 4.3195 1.8816 -4.3838 0.01 0.00 -0.01 0.11
H 0.0861 2.0443 -3.8179 -0.01 -0.06 -0.05 0.10
H -0.2582 1.1650 -6.0906 -0.02 0.00 0.02 0.11
```
Positions in Å, forces in eV/Å.

The highest occupied orbital energy (alpha / beta) is -2.35 / -2.34 eV. The net charge is -1. As for the LUMO energy (alpha / beta): 2.3 / 2.3 eV. The calculation puts the total energy at -5772.28281 Ha. The multiplicity is 1.